C34H69Br20ClNO5PS | ωB97M-V/def2-TZVPD

Last column: Mulliken charge in e.
Atoms and positions in Å:
C (3.808, -3.503, 0.444)  -0.664
C (4.861, -4.202, -0.481)  -0.570
C (6.233, -3.457, -0.538)  -0.876
C (6.093, -1.889, -0.709)  0.699
C (7.168, -1.437, -1.747)  -0.886
C (7.187, 0.102, -2.063)  -1.104
C (6.497, 1.018, -0.989)  0.046
C (5.067, 1.399, -1.549)  -0.708
C (3.882, 1.266, -0.518)  0.961
C (2.730, 2.298, -0.744)  -1.128
C (1.418, 1.505, -1.078)  0.022
O (1.750, 0.682, -2.231)  -0.338
S (0.471, -0.238, -2.698)  1.226
O (-0.649, 0.614, -3.154)  -0.638
O (0.984, -1.167, -3.735)  -0.606
C (-0.110, -1.166, -1.223)  0.533
P (-1.597, -2.240, -1.587)  0.696
N (-2.930, -1.392, -1.532)  -0.445
O (-1.707, -3.506, -0.500)  -0.458
O (-1.362, -2.930, -3.095)  -0.286
C (-0.414, -0.086, -0.117)  -1.023
C (0.965, 0.635, 0.146)  0.496
Cl (0.795, 1.592, 1.668)  0.000
H (3.198, -2.776, -0.127)  -0.141
H (3.107, -4.248, 0.877)  0.425
H (4.331, -3.024, 1.296)  0.281
H (5.064, -5.203, -0.031)  0.329
H (4.431, -4.387, -1.487)  0.327
H (6.768, -3.812, -1.450)  0.349
H (6.875, -3.739, 0.318)  0.325
H (6.399, -1.465, 0.275)  0.173
H (5.063, -1.576, -0.952)  -0.355
H (8.176, -1.799, -1.468)  0.275
H (6.913, -1.955, -2.704)  0.314
H (8.256, 0.418, -2.110)  0.358
H (6.775, 0.317, -3.072)  0.434
H (6.515, 0.611, 0.045)  -0.237
H (7.092, 1.958, -0.951)  0.355
H (5.088, 2.478, -1.837)  0.378
H (4.842, 0.862, -2.497)  0.305
H (3.550, 0.211, -0.536)  -0.492
H (4.320, 1.466, 0.476)  0.023
H (2.921, 3.009, -1.575)  0.534
H (2.558, 2.911, 0.155)  0.107
H (0.572, 2.177, -1.331)  0.389
H (0.732, -1.776, -0.824)  -0.252
H (-3.524, -1.807, -0.814)  -0.147
H (-1.839, -3.154, 0.388)  0.238
H (-0.907, -3.770, -2.932)  0.251
H (-1.113, 0.666, -0.509)  -0.119
H (-0.759, -0.563, 0.821)  0.582
H (1.688, -0.192, 0.319)  -0.129
Br (-4.582, 0.052, 0.970)  0.014
C (-6.309, -0.838, 1.107)  -0.641
C (-6.175, -2.184, 1.769)  -0.501
Br (-5.432, -3.507, 0.546)  -0.151
H (-6.718, -0.892, 0.102)  0.450
H (-6.926, -0.175, 1.713)  0.240
H (-7.153, -2.574, 2.049)  0.394
H (-5.531, -2.168, 2.644)  0.281
Br (3.113, 0.747, -6.971)  -0.179
C (1.272, 0.219, -6.604)  -0.518
C (0.429, 0.258, -7.851)  -0.120
Br (-0.052, 2.086, -8.330)  -0.165
H (0.905, 0.875, -5.820)  0.260
H (1.338, -0.796, -6.218)  0.317
H (-0.521, -0.248, -7.686)  -0.113
H (0.922, -0.176, -8.718)  0.486
Br (-2.534, 2.981, -1.365)  -0.032
C (-3.090, 4.523, -0.319)  -0.577
C (-2.017, 4.984, 0.637)  -0.667
Br (-1.892, 3.846, 2.220)  -0.058
H (-4.015, 4.246, 0.182)  0.302
H (-3.297, 5.297, -1.056)  0.353
H (-2.264, 5.970, 1.027)  0.385
H (-1.026, 5.010, 0.192)  0.385
Br (3.990, 5.007, 1.650)  -0.129
C (5.309, 4.660, 3.036)  -0.660
C (6.585, 4.104, 2.459)  -0.583
Br (6.431, 2.213, 1.992)  -0.056
H (4.843, 3.998, 3.761)  0.404
H (5.492, 5.629, 3.498)  0.360
H (7.380, 4.140, 3.202)  0.354
H (6.907, 4.622, 1.560)  0.397
Br (-0.923, 5.912, 8.650)  -0.163
C (-1.551, 6.252, 6.835)  -0.529
C (-1.239, 5.098, 5.919)  -0.456
Br (0.642, 5.084, 5.407)  -0.106
H (-1.099, 7.186, 6.514)  0.384
H (-2.628, 6.385, 6.928)  0.384
H (-1.786, 5.194, 4.981)  0.110
H (-1.452, 4.129, 6.362)  0.364
Br (-4.010, -1.650, -4.829)  -0.130
C (-3.647, -0.060, -5.897)  -0.430
C (-4.138, -0.196, -7.316)  -0.469
Br (-2.944, -1.314, -8.374)  -0.203
H (-2.577, 0.121, -5.833)  0.075
H (-4.180, 0.743, -5.390)  0.369
H (-4.132, 0.772, -7.815)  0.378
H (-5.130, -0.633, -7.390)  0.388
Br (-1.964, -4.294, -6.318)  -0.058
C (-2.933, -5.076, -7.814)  -0.476
C (-3.801, -6.223, -7.368)  -0.631
Br (-2.747, -7.830, -7.038)  -0.158
H (-2.193, -5.364, -8.556)  0.371
H (-3.544, -4.266, -8.210)  0.197
H (-4.503, -6.501, -8.153)  0.384
H (-4.349, -6.013, -6.453)  0.363
Br (0.949, 0.948, 10.821)  -0.152
C (1.323, 2.564, 9.798)  -0.503
C (0.827, 2.447, 8.381)  -0.239
Br (2.007, 1.333, 7.302)  -0.123
H (2.393, 2.739, 9.863)  0.391
H (0.795, 3.361, 10.321)  0.290
H (0.833, 3.420, 7.893)  -0.090
H (-0.167, 2.014, 8.310)  0.401
Br (-2.661, -5.211, 2.738)  -0.092
C (-3.681, -6.242, 4.040)  -0.594
C (-4.397, -7.396, 3.387)  -0.553
Br (-5.987, -6.807, 2.423)  -0.132
H (-4.352, -5.549, 4.539)  0.360
H (-2.943, -6.606, 4.753)  0.323
H (-4.766, -8.090, 4.140)  0.335
H (-3.777, -7.933, 2.674)  0.374
Br (-5.475, 0.639, 4.779)  -0.122
C (-6.884, 1.982, 4.865)  -0.671
C (-6.730, 3.004, 3.768)  -0.427
Br (-5.305, 4.272, 4.171)  -0.131
H (-6.850, 2.414, 5.861)  0.421
H (-7.814, 1.429, 4.744)  0.337
H (-7.631, 3.608, 3.679)  0.371
H (-6.494, 2.562, 2.803)  0.206

Cartesian forces, eV/Å:
0.2 -0.5 -0.1
0.1 -0.3 0.9
-0.8 0.3 -1.2
1.8 -0.9 0.8
-1.1 0.3 -0.9
1.1 0.0 0.9
-0.2 0.3 -1.7
-0.4 0.7 0.8
1.2 0.5 -0.2
-0.8 -1.0 -0.5
0.4 1.3 1.5
-2.0 -1.3 0.5
-0.8 -0.8 -4.2
2.2 -1.1 1.6
-0.5 1.8 2.8
0.6 0.4 0.7
-3.5 0.4 -0.9
2.2 -0.8 0.2
1.5 0.8 -1.5
0.3 0.3 3.0
1.1 0.2 -0.6
-0.7 -1.2 -0.4
0.3 -0.3 -0.7
0.4 -0.1 0.4
0.4 0.4 -0.3
-0.4 0.0 -0.5
-0.2 0.5 -0.5
0.3 0.3 0.5
-0.3 0.0 0.6
-0.4 0.3 -0.3
-0.6 0.0 -0.6
0.6 -0.1 -0.1
-0.6 0.2 0.1
0.3 0.2 0.6
-0.6 -0.3 -0.1
0.1 -0.2 0.7
-0.2 0.0 -1.1
-0.4 -0.6 0.2
0.1 -0.7 0.1
0.1 0.1 0.7
-0.1 0.6 0.1
-0.4 -0.2 -0.4
0.1 -0.6 0.3
0.0 -0.4 -0.4
0.5 -0.3 0.0
-0.4 0.2 -0.7
-0.2 0.2 -0.4
-0.2 0.1 0.1
0.2 -0.1 -0.5
-0.2 -0.5 0.4
0.0 0.3 -0.6
-0.1 0.9 0.2
-0.1 0.1 0.0
0.2 0.3 0.2
-0.2 -0.3 -0.1
0.0 0.2 0.0
0.0 -0.1 0.0
0.0 -0.1 0.0
0.0 0.1 0.0
0.0 0.1 -0.1
0.0 0.1 0.1
0.2 -0.2 -0.1
-0.2 0.1 0.1
0.0 0.0 -0.1
0.0 0.0 -0.1
-0.1 0.1 0.0
0.1 0.0 0.0
0.0 0.0 0.1
0.0 -0.1 0.1
0.1 -0.1 -0.2
-0.1 0.1 0.3
-0.1 0.1 -0.2
0.1 0.0 0.1
0.0 0.0 0.1
0.0 0.0 -0.1
-0.1 -0.1 0.0
0.0 -0.1 0.0
-0.1 0.2 -0.1
0.2 -0.3 0.2
0.0 0.6 0.5
0.1 0.0 -0.1
0.1 -0.1 0.0
-0.1 0.1 0.0
-0.1 0.0 0.0
0.0 0.1 0.0
-0.2 -0.1 0.2
0.1 0.1 -0.3
-0.1 -0.1 0.1
0.0 -0.1 0.0
0.0 -0.1 0.0
0.0 0.0 0.0
0.0 0.1 0.0
-0.1 0.2 -0.2
-0.2 -0.2 0.3
0.2 0.2 -0.1
-0.2 0.0 -0.1
-0.1 0.0 0.0
0.0 0.0 -0.1
0.0 0.0 0.0
0.1 0.0 0.1
0.1 -0.2 -0.1
0.0 0.2 0.2
0.0 -0.2 -0.2
-0.1 0.0 0.1
-0.1 -0.1 0.0
0.0 0.0 0.0
0.0 0.1 0.0
0.1 0.1 0.0
0.1 0.0 0.0
-0.2 0.0 0.2
0.2 0.1 -0.2
-0.1 0.0 0.0
0.0 0.0 -0.1
0.0 0.0 -0.1
0.0 0.0 0.1
0.1 0.0 0.1
0.0 0.0 0.0
0.3 0.0 0.0
-0.4 0.0 0.0
0.2 -0.1 0.0
0.0 -0.1 -0.1
0.0 0.0 0.0
0.1 0.1 0.0
0.0 0.1 0.0
0.0 0.1 0.1
0.0 -0.3 -0.1
0.0 0.3 0.1
0.0 -0.1 -0.1
0.0 0.1 -0.1
0.0 0.1 0.0
0.0 -0.1 0.0
0.0 -0.1 0.1

Calculated values
- Kohn-Sham gap: 0.324 hartree
- Max |F|: 0.08453 Eh/bohr
- SMILES: CCCCCCCCCC[C@H]1OS(=O)(=O)[C@H](P(=N)(O)O)C[C@@H]1Cl.BrCCBr.BrCCBr.BrCCBr.BrCCBr.BrCCBr.BrCCBr.BrCCBr.BrCCBr.BrCCBr.BrCCBr

C34H69N4O5 | ωB97M-V/def2-TZVPD

Last column: Mulliken charge in e.
Atoms and positions in Å:
C (-0.742, -0.215, 2.635)  -0.263
C (0.777, 0.051, 3.009)  -0.766
C (1.097, 1.537, 3.427)  -0.586
C (0.809, 2.621, 2.292)  -0.812
C (-0.738, 3.068, 2.217)  -0.908
C (-1.239, 2.761, 0.753)  -0.163
C (-2.816, 2.661, 0.589)  -0.912
C (-3.357, 1.210, 0.300)  -0.090
C (-3.460, 0.827, -1.225)  -1.244
C (-2.104, 0.930, -2.030)  -0.319
C (-1.309, -0.417, -2.135)  0.646
C (-1.477, -1.541, -1.241)  -0.455
N (-0.769, -2.717, -1.410)  0.074
C (0.132, -2.882, -2.441)  -0.736
C (0.417, -1.807, -3.383)  -0.674
C (-0.307, -0.514, -3.253)  0.810
C (-0.081, 0.704, -4.192)  -0.502
C (1.204, 0.626, -5.096)  -1.056
C (2.464, 1.312, -4.427)  -0.329
C (3.739, 1.079, -5.331)  -0.838
N (4.813, 2.078, -5.095)  -0.017
C (5.727, 2.125, -6.268)  -0.996
C (5.522, 1.683, -3.885)  0.537
C (6.830, 0.813, -3.875)  -1.036
O (5.088, 2.032, -2.804)  -0.527
H (-0.803, -0.169, 1.506)  -0.369
H (-1.469, 0.475, 3.131)  0.284
H (-1.079, -1.264, 2.896)  0.394
H (1.374, -0.216, 2.086)  0.317
H (1.075, -0.702, 3.791)  0.358
H (0.481, 1.837, 4.321)  0.208
H (2.205, 1.578, 3.640)  0.337
H (1.099, 2.153, 1.300)  0.478
H (1.473, 3.528, 2.378)  0.413
H (-1.349, 2.599, 3.025)  0.394
H (-0.713, 4.195, 2.310)  0.426
H (-0.861, 3.520, 0.018)  0.414
H (-0.822, 1.760, 0.428)  -0.042
H (-3.330, 3.066, 1.512)  0.400
H (-3.160, 3.335, -0.250)  0.322
H (-2.812, 0.412, 0.888)  -0.177
H (-4.415, 1.180, 0.702)  0.427
H (-3.767, -0.262, -1.257)  0.401
H (-4.218, 1.487, -1.714)  0.391
H (-1.408, 1.739, -1.692)  0.156
H (-2.386, 1.191, -3.095)  0.468
H (-2.189, -1.479, -0.386)  0.221
H (-0.903, -3.511, -0.777)  0.401
H (0.677, -3.842, -2.582)  0.386
H (1.149, -1.967, -4.202)  0.325
H (-1.016, 0.870, -4.787)  0.510
H (0.044, 1.614, -3.532)  0.257
H (1.008, 1.186, -6.059)  0.380
H (1.513, -0.406, -5.402)  0.334
H (2.321, 2.417, -4.279)  0.295
H (2.669, 0.838, -3.428)  0.256
H (3.404, 1.176, -6.404)  0.459
H (4.177, 0.050, -5.192)  0.309
H (5.347, 2.890, -6.997)  0.286
H (6.755, 2.478, -5.962)  0.388
H (5.818, 1.142, -6.806)  0.334
H (7.722, 1.475, -3.697)  0.313
H (6.969, 0.242, -4.835)  0.331
H (6.719, 0.082, -3.028)  0.324
C (-1.813, -10.190, -1.658)  -0.710
O (-2.348, -9.935, -2.946)  -0.343
C (-3.690, -9.454, -2.918)  -0.790
C (-3.747, -8.000, -3.371)  -0.186
N (-3.151, -7.112, -2.374)  -0.316
C (-2.950, -5.745, -2.850)  -0.568
C (-1.962, -5.535, -4.003)  -0.640
O (-0.607, -5.808, -3.664)  -0.327
C (-0.228, -7.175, -3.787)  -0.654
H (-0.852, -10.687, -1.785)  0.240
H (-1.647, -9.256, -1.110)  0.292
H (-2.471, -10.846, -1.081)  0.346
H (-4.154, -9.586, -1.936)  0.405
H (-4.254, -10.059, -3.633)  0.402
H (-4.790, -7.714, -3.531)  0.368
H (-3.221, -7.933, -4.330)  0.181
H (-2.251, -7.486, -2.097)  0.055
H (-2.589, -5.167, -1.991)  0.273
H (-3.921, -5.321, -3.127)  0.410
H (-1.991, -4.470, -4.260)  0.352
H (-2.253, -6.069, -4.912)  0.401
H (-0.769, -7.686, -4.586)  0.315
H (-0.368, -7.695, -2.838)  0.222
H (0.838, -7.208, -4.019)  0.292
C (-2.450, 6.094, 7.110)  -0.705
O (-1.309, 6.852, 7.475)  -0.335
C (-0.712, 6.422, 8.698)  -0.802
C (0.651, 5.794, 8.437)  -0.198
N (0.518, 4.502, 7.768)  -0.285
C (1.785, 3.963, 7.269)  -0.698
C (2.502, 4.750, 6.167)  -0.559
O (1.811, 4.767, 4.925)  -0.308
C (0.831, 5.788, 4.809)  -0.617
H (-2.918, 6.583, 6.255)  0.237
H (-2.168, 5.079, 6.813)  0.281
H (-3.175, 6.054, 7.927)  0.341
H (-1.364, 5.746, 9.259)  0.397
H (-0.567, 7.319, 9.307)  0.398
H (1.171, 5.654, 9.390)  0.409
H (1.230, 6.500, 7.830)  0.177
H (-0.113, 4.602, 6.982)  0.015
H (1.564, 2.965, 6.876)  0.337
H (2.467, 3.825, 8.114)  0.428
H (3.447, 4.235, 5.969)  0.342
H (2.774, 5.764, 6.478)  0.385
H (1.097, 6.686, 5.371)  0.330
H (-0.146, 5.415, 5.126)  0.153
H (0.746, 6.055, 3.754)  0.309

Cartesian forces, eV/Å:
0.3 -0.7 -0.4
-0.5 -0.2 -0.3
0.2 0.3 -0.6
-0.3 -0.6 -0.1
1.7 0.6 -1.3
-0.9 -0.7 0.0
0.0 0.2 0.0
-0.9 0.1 0.3
0.9 -0.3 0.8
-0.4 -0.8 -0.6
1.3 -0.9 -0.6
0.3 1.3 -1.2
0.7 0.9 -1.5
0.4 1.9 -1.3
-2.1 0.8 1.8
-0.2 -2.1 1.5
0.6 -0.4 0.5
0.5 0.8 -0.3
0.4 -0.7 0.0
-0.9 0.3 -0.2
1.2 -1.2 -0.1
0.4 0.5 -0.5
0.2 0.4 1.2
-0.4 -0.1 -0.7
0.0 -0.4 -1.0
-0.3 0.3 1.2
0.7 -0.5 -0.6
0.5 1.0 -0.1
-0.4 0.4 1.0
-0.1 1.0 -0.5
0.9 -0.4 -0.6
-1.2 0.1 0.2
-0.3 0.5 1.0
-0.7 -1.0 0.3
0.4 0.4 -0.8
-0.5 -1.2 0.3
-0.1 -0.6 0.8
-0.3 1.1 0.4
0.6 -0.5 -0.9
0.3 -0.7 0.8
-0.3 1.0 -0.6
1.1 -0.1 -0.5
-0.2 1.3 -0.3
0.6 -0.7 0.4
-0.7 -0.7 -0.1
0.4 -0.3 1.1
0.8 -0.2 -0.8
-0.1 0.6 -0.3
-0.9 0.7 0.5
-0.7 0.0 0.9
0.8 -0.2 0.4
-0.3 -0.9 -0.6
0.1 -0.7 1.0
-0.6 0.8 0.3
0.1 -1.1 -0.2
-0.3 0.6 -0.7
0.5 -0.1 1.0
-0.7 0.6 -0.2
0.2 -0.8 0.6
-1.1 -0.4 -0.2
0.0 0.7 0.5
-0.9 -0.7 -0.1
0.0 0.6 0.9
0.2 0.9 -0.8
0.1 0.0 -0.2
-0.1 0.1 0.4
0.0 0.1 -0.5
0.2 -0.2 0.3
0.0 0.2 -0.2
0.2 -0.3 0.1
-0.1 0.5 0.1
-0.2 0.0 -0.1
0.4 0.1 0.2
-0.1 0.0 -0.1
-0.1 -0.1 0.2
0.0 0.1 0.1
0.2 0.1 0.0
0.0 0.0 0.0
0.0 0.0 0.0
-0.1 -0.1 -0.1
-0.1 0.0 0.0
0.0 0.1 -0.1
0.0 0.0 -0.1
0.0 0.0 0.0
0.1 -0.2 0.1
-0.1 0.0 0.1
-0.1 -0.2 -0.1
-0.1 0.1 0.0
0.2 0.2 -0.1
-0.2 -0.3 0.1
0.5 0.3 0.0
-0.4 -0.1 -0.2
0.2 0.1 0.0
-0.3 0.0 -0.2
0.3 -0.4 0.0
0.0 0.3 0.2
0.0 -0.3 -0.3
0.1 0.0 0.0
-0.1 -0.1 0.1
0.0 -0.1 0.0
0.0 -0.1 -0.2
0.0 0.0 0.0
0.0 0.0 0.0
0.0 0.2 0.1
0.0 0.0 0.1
0.1 0.0 0.0
0.0 0.1 0.0
0.0 0.0 0.0
-0.2 0.1 0.0
0.0 -0.1 0.1
-0.1 0.2 0.1
0.1 0.0 0.0

Calculated values
- Total charge: +1
- Kohn-Sham gap: 0.224 hartree
- Max |F|: 0.05627 Eh/bohr